20
Properties=species:S:1:pos:R:3 method="wB97M-V/def2-TZVPD" charge=0 spin_multiplicity=3 homo_energy_ev="-5.7 / -9.6" total_energy_ha=-780.89138 e_above_lowest_kj_mol=441.0 homo_lumo_gap_ev="6.346 / 7.971"
C 0.7273 -0.1158 1.1228
C -0.6378 0.4644 1.0929
C 1.8792 0.7196 0.5008
C -1.7903 -0.5695 0.9211
C 1.9065 0.5693 -0.9599
C -2.0353 -0.9540 -0.5790
N 1.0569 0.1491 -1.8048
O -1.0073 -0.8282 -3.0876
O -1.1355 0.5424 -2.6777
P -0.6179 -0.4750 -1.5936
H 1.0315 -0.2518 2.2306
H 0.8434 -1.1387 0.6023
H -0.6330 1.0273 2.0169
H -0.8095 1.2270 0.2106
H 1.8022 1.7803 0.5148
H 2.9249 0.4935 0.8004
H -1.5373 -1.4966 1.4193
H -2.8129 -0.1488 1.2241
H 2.7879 1.1382 -1.3616
H -1.9430 -2.1326 -0.5921